# 1
The following is a DFT calculation (wB97M-V/def2-TZVPD) of an isolated ion of composition C4H11N2O2 and charge +1.

Last column: natural (NBO) charge in e.
Element x y z (Å)
N 1.377 -0.162 1.381  -0.697
C 1.292 -1.343 0.491  -0.244
C 0.768 -0.907 -0.910  -0.238
N 0.298 0.461 -0.896  -0.659
C -1.094 0.707 -1.165  -0.343
C -1.813 0.790 0.165  0.801
O -2.880 1.593 0.182  -0.644
O -1.376 0.336 1.205  -0.652
H 0.619 0.463 1.025  0.485
H 1.216 -0.411 2.348  0.445
H 2.258 0.336 1.301  0.429
H 0.642 -2.096 0.921  0.237
H 2.260 -1.799 0.398  0.227
H -0.088 -1.543 -1.113  0.224
H 1.536 -1.086 -1.659  0.223
H 0.885 1.182 -1.283  0.404
H -1.234 1.697 -1.589  0.252
H -1.555 0.068 -1.917  0.241
H -3.111 1.713 1.116  0.511

Results
Relative energy (zero: lowest compared OMol25 entry of this formula, charge and spin): 58.2 kJ/mol
Kohn-Sham gap: 10.76 eV
E_LUMO: -3.14 eV
Total charge: +1
HOMO: -13.90 eV
SMILES: [NH3+]CCNCC(=O)O


# 2
The following is a DFT calculation (wB97M-V/def2-TZVPD) of a 5-piece molecular cluster, C13H40N5O5 overall.

Last column: natural (NBO) charge in e.
Element x y z (Å)
O 0.207 -0.696 0.618  -0.847
H 0.756 -0.049 1.068  0.562
H -0.721 -0.659 0.858  0.543
H 0.453 -0.623 -0.307  0.556
C 0.740 2.870 -0.283  0.763
O 0.209 2.001 0.324  -0.684
N 1.644 3.696 0.200  -0.827
N 0.449 3.230 -1.506  -0.839
H 2.135 3.678 1.083  0.404
H 1.933 4.404 -0.460  0.383
H 1.024 3.833 -2.077  0.399
H -0.344 2.740 -1.895  0.408
C 0.096 -2.211 -2.395  -0.627
C 0.443 -0.825 -2.970  -0.056
C -0.734 0.112 -3.244  -0.074
O -1.295 0.283 -1.950  -0.571
C -2.562 0.926 -1.867  -0.236
N 1.377 -0.270 -1.935  -0.872
H -0.418 -2.329 -1.441  0.211
H 0.990 -2.812 -2.230  0.217
H -0.423 -2.700 -3.219  0.223
H 0.998 -1.059 -3.879  0.194
H -1.377 -0.419 -3.946  0.190
H -0.441 1.065 -3.684  0.173
H -3.222 0.384 -2.544  0.182
H -2.443 1.969 -2.161  0.165
H -2.959 0.903 -0.852  0.189
H 1.682 0.665 -2.167  0.373
H 2.175 -0.888 -1.916  0.379
C -3.693 -1.943 2.811  -0.632
C -3.158 -1.568 1.446  -0.069
C -4.266 -1.474 0.403  -0.076
O -5.333 -0.713 0.887  -0.543
C -6.025 -0.031 -0.170  -0.255
N -2.311 -0.402 1.565  -0.858
H -2.814 -2.127 3.429  0.198
H -4.291 -2.849 2.911  0.231
H -4.204 -1.207 3.432  0.226
H -2.476 -2.384 1.207  0.180
H -4.565 -2.511 0.249  0.192
H -3.813 -0.930 -0.425  0.168
H -5.502 0.780 -0.677  0.163
H -6.842 0.450 0.368  0.208
H -6.376 -0.756 -0.905  0.180
H -2.013 -0.257 2.519  0.383
H -2.904 0.362 1.275  0.380
C 3.290 -1.357 2.102  -0.610
C 3.472 0.141 1.881  -0.088
C 3.983 0.542 0.519  -0.067
O 5.116 -0.248 -0.003  -0.537
C 6.352 0.000 0.724  -0.271
N 2.169 0.746 2.162  -0.838
H 2.580 -1.589 2.895  0.218
H 4.287 -1.782 2.219  0.226
H 2.811 -1.747 1.204  0.199
H 4.189 0.433 2.648  0.173
H 4.168 1.616 0.543  0.168
H 3.160 0.581 -0.195  0.183
H 7.231 -0.614 0.528  0.215
H 6.168 0.053 1.797  0.167
H 6.833 0.941 0.459  0.175
H 2.190 1.694 1.815  0.353
H 2.219 0.934 3.154  0.378

Results
Relative energy (zero: lowest compared OMol25 entry of this formula, charge and spin): 108.1 kJ/mol
Kohn-Sham gap: 10.46 eV
E_LUMO: -1.99 eV
Total charge: +1
HOMO: -12.45 eV


Number 1: maximum force 1.130 eV/A. Number 2: maximum force 4.146 eV/A.